No. 1
{"formula": "C5H13NO", "method": "ωB97M-V/def2-TZVPD", "symbols": ["C", "C", "C", "N", "O", "H", "H", "H", "H", "H", "H", "H", "C", "C", "H", "H", "H", "H", "H", "H"], "coordinates": [[-0.827, -2.272, 0.630], [-0.871, -0.748, 0.532], [-1.693, -0.134, -0.569], [-1.264, -0.444, -1.848], [-2.702, 0.499, -0.365], [-1.822, -2.727, 0.565], [-0.303, -2.668, 1.493], [-0.326, -2.669, -0.267], [-1.331, -0.358, 1.442], [0.162, -0.420, 0.585], [-1.740, 0.024, -2.600], [-0.895, -1.360, -2.041], [1.066, 2.132, 0.181], [2.296, 1.239, 0.480], [0.555, 1.704, -0.678], [0.414, 2.141, 1.051], [1.470, 3.073, -0.189], [2.054, 0.175, 0.439], [2.706, 1.481, 1.456], [3.054, 1.332, -0.296]], "lumo_ev": 0.84, "de_lowest_ev": 0.418, "smiles": "CCC(N)=O.CC"}

No. 2
{"formula": "C3H4BiLiO3", "method": "ωB97M-V/def2-TZVPD", "symbols": ["O", "C", "C", "O", "O", "C", "H", "H", "H", "H", "Li", "Bi"], "coordinates": [[1.708, 1.220, -0.395], [0.952, 0.514, 0.303], [-2.394, 0.711, -0.265], [1.121, -0.744, 0.437], [-0.233, 1.010, 0.598], [-1.375, 0.225, 0.450], [-3.382, 0.279, -0.098], [-2.271, 1.259, -1.200], [-1.429, -0.621, 1.138], [4.534, -1.282, -0.873], [-0.295, -2.098, 0.373], [3.064, -0.472, -0.467]], "lumo_ev": [-10.80, -11.45], "de_lowest_ev": 0.000, "total_charge": 2}